{
  "formula": "C5H8BNO2S",
  "method": "wB97M-V/def2-TZVPD",
  "gap_ev": 8.12,
  "e_tot_ev": -22409.2557,
  "multiplicity": 1,
  "relative_energy_kcal_mol": 28.5,
  "elements": ["B", "C", "C", "C", "C", "C", "N", "O", "O", "S", "H", "H", "H", "H", "H", "H", "H", "H"],
  "positions_angstrom": [[0.700, -0.293, -1.457], [-0.344, -0.412, -0.327], [-1.540, -0.087, 0.119], [0.683, 0.671, 1.557], [-2.766, -0.704, -0.645], [2.055, 0.538, 2.088], [-1.898, 0.638, 1.157], [1.857, 0.264, -1.083], [0.352, -0.617, -2.715], [-0.720, 1.086, 2.206], [-3.321, -1.289, 0.117], [-3.448, 0.113, -0.954], [-2.267, -1.278, -1.396], [2.294, 1.059, 2.999], [2.123, -0.500, 2.221], [2.802, 0.854, 1.270], [2.445, 0.445, -1.748], [0.992, -0.489, -3.409]],
  "forces_ev_per_a": [[-1.52, 0.11, 1.08], [3.23, 1.07, 2.00], [-2.42, -0.19, -0.52], [-1.63, -1.18, -1.93], [0.64, 1.21, 1.60], [0.58, 1.70, -2.09], [-0.39, 0.58, 1.65], [-0.45, -0.19, 2.45], [-0.65, -0.59, -0.88], [0.22, -0.16, -0.74], [0.49, 0.01, -0.67], [0.62, -0.56, -0.28], [-0.78, -0.60, -0.96], [-0.12, 0.27, 0.45], [0.66, -1.56, 0.32], [-1.09, -0.59, 1.24], [2.30, 0.63, -2.51], [0.31, 0.05, -0.21]],
  "nbo_charge": [1.001, -0.205, 0.124, -0.270, -0.605, -0.707, -0.770, -0.865, -0.878, 0.815, 0.233, 0.232, 0.218, 0.215, 0.247, 0.245, 0.479, 0.491]
}